Record 1
Molecular formula: C33H73B2BrCl2O29P6
Method: DFT, ωB97M-V with the def2-TZVPD basis set

Gap between HOMO and LUMO in eV: 7.1

Geometry as XYZ:
```
146
C33H73B2BrCl2O29P6 (ωB97M-V with the def2-TZVPD basis set)
C 2.63370 3.45880 0.16722
C 1.98678 2.02963 0.17191
B 0.66937 1.92105 -0.73264
O 0.43495 2.71860 -1.84755
C -0.42381 0.82530 -0.26529
C -0.10690 -0.46638 -0.29137
C 1.20976 -1.02062 -0.72781
Cl 2.36047 -1.42501 0.57690
C 1.59070 -1.23392 -1.98344
C 0.69873 -0.88232 -3.16893
Cl 3.16926 -1.94528 -2.33353
C -1.18891 -1.43935 0.21439
O -0.93356 -2.40826 0.85940
C -2.62457 -1.04517 -0.17108
C -3.55945 -2.20359 -0.51318
B -4.70888 -2.44018 0.59122
O -4.30370 -2.39465 1.92249
O -6.03479 -2.68090 0.27545
C -2.95501 0.25043 -0.17926
C -4.35206 0.73574 -0.58918
Br -4.58584 2.68216 -0.49376
C -4.78711 0.26149 -2.04426
C -5.79956 1.21587 -2.75802
C -1.81414 1.18813 0.25959
O -1.94860 2.11429 0.99238
H 3.71959 3.32394 -0.00866
H 2.26148 4.09749 -0.65130
H 2.53172 3.92754 1.16004
H 1.75527 1.65212 1.18780
H 2.71062 1.30747 -0.26158
H 1.02993 2.41330 -2.55250
H -0.24247 -0.39988 -2.86479
H 1.28333 -0.20767 -3.82850
H 0.50369 -1.78722 -3.77231
H -2.95911 -3.14289 -0.50225
H -3.95670 -2.12695 -1.53750
H -3.34413 -2.54895 1.92052
H -6.60102 -2.10363 0.81119
H -5.07466 0.29205 0.12040
H -5.33498 -0.68772 -1.89670
H -3.91686 0.13574 -2.71211
H -5.31549 2.07938 -3.23630
H -6.23281 0.62202 -3.59354
H -6.66033 1.49714 -2.13032
C 2.57530 -5.02675 -1.60257
O 3.61689 -5.51965 -2.44213
P 3.41303 -7.05538 -3.09770
O 2.10359 -6.82196 -3.79381
O 3.22161 -7.74199 -1.62590
C 4.35873 -7.77586 -0.76122
O 3.72309 -8.58449 -3.77636
C 4.66140 -8.60612 -4.86433
H 2.24945 -4.06670 -2.00406
H 1.72419 -5.70109 -1.53810
H 2.98079 -4.87202 -0.59985
H 4.04109 -7.48984 0.24127
H 5.13810 -7.08353 -1.08717
H 4.76580 -8.78764 -0.73360
H 5.64206 -8.26513 -4.52689
H 4.31167 -7.96996 -5.68134
H 4.74993 -9.63020 -5.22008
C 4.54462 -0.68041 7.31844
O 3.56865 -1.41757 6.58620
P 2.58436 -0.55149 5.53094
O 3.66104 0.07202 4.69228
O 2.06428 0.45008 6.71916
C 1.23684 -0.10781 7.74079
O 1.27765 -0.07776 4.55434
C 0.74262 -1.09285 3.68300
H 5.51912 -1.12771 7.12634
H 4.57288 0.37194 7.04702
H 4.31729 -0.76690 8.38333
H 1.57908 0.26528 8.70560
H 1.28748 -1.19928 7.75570
H 0.20261 0.20246 7.58327
H 0.34350 -1.92198 4.27111
H 1.51456 -1.46198 3.00268
H -0.06530 -0.65334 3.10110
C 1.71389 9.00089 -4.15104
O 0.64574 8.53728 -3.32951
P 0.10018 6.96709 -3.59220
O 1.40365 6.24892 -3.39494
O -0.21323 7.26053 -5.17282
C -1.27956 8.15767 -5.48042
O -0.88006 5.58134 -3.64833
C -1.60088 5.27444 -2.44076
H 2.51761 9.34111 -3.49915
H 2.09559 8.23557 -4.82228
H 1.35438 9.84570 -4.74293
H -0.94802 8.83179 -6.26977
H -1.57050 8.75768 -4.61450
H -2.14306 7.59102 -5.83256
H -2.29704 6.08130 -2.20168
H -0.90423 5.13088 -1.61223
H -2.16430 4.35780 -2.59887
C 11.50665 -9.63993 0.46021
O 10.49968 -10.50638 0.97887
P 8.91342 -9.94737 0.94527
O 8.81104 -9.67042 -0.52660
O 9.28692 -8.60032 1.79558
C 9.66910 -8.76288 3.16222
O 7.26428 -9.72058 1.29834
C 6.51275 -10.93778 1.45078
H 12.05282 -10.18168 -0.31098
H 11.10149 -8.72411 0.03731
H 12.19387 -9.38407 1.26954
H 10.53516 -8.13119 3.35664
H 9.93873 -9.79715 3.39001
H 8.84766 -8.45367 3.80999
H 6.89414 -11.51610 2.29467
H 6.57146 -11.53795 0.53930
H 5.47402 -10.67864 1.64410
C -4.48113 4.28921 6.30815
O -3.33328 3.44699 6.27782
P -1.84051 4.19114 6.04020
O -1.88932 5.14602 7.19756
O -2.32398 4.88342 4.64064
C -2.56885 4.01336 3.53172
O -0.21420 4.46784 5.62519
C 0.72482 3.47246 6.07173
H -5.00905 4.10735 7.24383
H -4.23400 5.34543 6.23480
H -5.13221 4.01780 5.47387
H -3.49447 4.31961 3.04530
H -2.67298 2.97251 3.84714
H -1.74776 4.09208 2.81995
H 0.50050 2.50560 5.61694
H 0.69472 3.38262 7.16077
H 1.72190 3.77979 5.76502
C -6.61649 7.01477 -4.65837
O -7.72650 6.75953 -3.80195
P -8.54012 5.29834 -4.01054
O -7.36962 4.37749 -3.82326
O -8.81558 5.64537 -5.58790
C -9.72363 6.70648 -5.88463
O -9.72714 4.08104 -4.10399
C -10.49500 3.86298 -2.90892
H -5.74984 7.22724 -4.03288
H -6.38810 6.18061 -5.31710
H -6.84177 7.89493 -5.26464
H -9.29280 7.31952 -6.67562
H -9.90501 7.34327 -5.01518
H -10.67094 6.29009 -6.23007
H -11.06022 4.76084 -2.65139
H -9.83832 3.59130 -2.07855
H -11.19370 3.05018 -3.09417
```

Here are the Mulliken charges for atoms 1 to 8, given in e: number 1, C, carries -1.277; number 2, C, carries 0.194; number 3, B, carries -0.206; number 4, O, carries -0.284; number 5, C, carries 1.158; number 6, C, carries 0.290; number 7, C, carries -0.401; number 8, Cl, carries -0.264



Record 2
Molecular formula: C33H74N2O10P2S2
Method: DFT, ωB97M-V with the def2-TZVPD basis set

Gap between HOMO and LUMO in eV: 7.7

Geometry as XYZ:
```
123
C33H74N2O10P2S2 (ωB97M-V with the def2-TZVPD basis set)
C -1.82522 -1.68830 2.69385
C -1.05100 -2.83105 3.39679
C 0.38314 -3.06108 2.87617
C 0.49833 -3.92225 1.58679
N -0.25552 -3.41879 0.41199
C 0.60560 -3.17184 -0.77171
C 0.92439 -1.68032 -1.01430
C 1.15821 -0.85584 0.27022
C 1.26626 0.66427 -0.02532
C 0.16296 1.50534 0.70229
C -0.74211 2.12271 -0.37585
N -1.42677 0.98554 -1.06850
C -1.33963 1.09698 -2.51317
O -2.26348 2.04208 -3.05279
C -1.66136 3.12159 -3.75468
C -1.69995 4.47225 -2.98338
C -2.93794 4.60941 -2.07140
O 0.87714 2.45333 1.50194
C 0.08402 3.52535 1.97696
C -1.17408 3.11863 2.80286
C -1.05359 3.59718 4.28589
C -1.33303 -4.28413 0.06208
S -1.12281 -5.80239 -0.50283
S -3.03789 -3.71244 0.22837
C -3.22524 -2.41541 -1.05927
C -4.72890 -2.02407 -1.04957
C -4.95014 -1.01402 0.12472
H -1.59472 -0.70635 3.13538
H -1.62132 -1.61392 1.62068
H -2.89748 -1.88629 2.82846
H -1.63371 -3.76335 3.38801
H -0.95492 -2.52804 4.45152
H 0.92730 -2.11222 2.78503
H 0.91507 -3.64592 3.64734
H 0.09897 -4.91811 1.83138
H 1.57208 -4.04201 1.38595
H 0.03881 -3.51527 -1.64891
H 1.51478 -3.79522 -0.76103
H 1.85259 -1.61952 -1.60640
H 0.12123 -1.20951 -1.59657
H 0.33536 -1.06479 0.95658
H 2.10859 -1.20567 0.70387
H 2.26730 1.03115 0.23058
H 1.16266 0.83119 -1.10813
H -0.37191 0.81637 1.37227
H -1.54748 2.74294 0.04236
H -0.17698 2.73296 -1.09265
H -2.39653 1.03054 -0.77427
H -0.29146 1.30731 -2.75751
H -1.61354 0.11661 -2.93894
H -2.28351 3.28795 -4.64984
H -0.64920 2.91034 -4.12706
H -1.79625 5.24308 -3.76196
H -0.79613 4.64944 -2.38716
H -3.21848 5.66662 -1.96220
H -3.80839 4.04306 -2.42139
H -2.72962 4.26490 -1.04835
H 0.73222 4.09388 2.66072
H -0.22080 4.24582 1.19833
H -2.02199 3.68038 2.38349
H -1.36073 2.04302 2.85000
H -0.07963 3.30154 4.70120
H -1.79222 3.00710 4.85018
H -1.26018 4.66432 4.40403
H -2.90290 -2.78460 -2.03988
H -2.65369 -1.53005 -0.74789
H -5.33588 -2.92571 -0.88248
H -5.04465 -1.60105 -2.00939
H -5.91312 -1.16079 0.62292
H -4.88652 0.00611 -0.27624
H -4.12530 -1.15864 0.83395
C 3.58310 5.01555 3.55266
C 4.37083 5.31680 4.81507
O 4.59861 6.71823 4.97185
P 3.39627 7.64594 5.57031
O 3.33959 7.24950 7.01327
O 4.19955 9.07627 5.70578
C 4.14240 9.83600 6.91305
C 5.40194 9.63512 7.72977
O 2.88594 8.09057 4.05510
C 1.67370 8.87057 3.94618
C 1.95539 10.35961 4.03822
H 2.56436 5.40300 3.62777
H 3.52735 3.93918 3.38034
H 4.04569 5.48923 2.68662
H 3.86144 4.91740 5.69716
H 5.35134 4.84394 4.75786
H 3.25128 9.58982 7.49148
H 4.05809 10.88854 6.62917
H 5.57225 8.57959 7.94284
H 5.33957 10.17640 8.67555
H 6.27103 9.99379 7.17625
H 0.95222 8.56104 4.70592
H 1.24469 8.64123 2.97045
H 2.12605 10.66216 5.07134
H 1.10571 10.93395 3.66570
H 2.84574 10.62367 3.46867
C -0.13093 -8.85275 -2.30478
C 1.04411 -8.45102 -3.17753
O 0.87969 -8.90297 -4.52303
P -0.08418 -8.04674 -5.52352
O 0.70615 -6.80132 -5.78395
O 0.19912 -8.85467 -6.93007
C 0.51886 -8.14795 -8.12797
C 2.00913 -8.19617 -8.39413
O -1.38575 -9.03345 -5.23373
C -2.66386 -8.65894 -5.79620
C -2.84431 -9.21629 -7.19697
H -1.03966 -8.32841 -2.60895
H 0.06830 -8.61247 -1.25932
H -0.33001 -9.92122 -2.39145
H 1.18917 -7.36659 -3.15960
H 1.95709 -8.91249 -2.80073
H 0.15636 -7.12018 -8.08760
H -0.01198 -8.64182 -8.94646
H 2.57569 -7.80446 -7.54906
H 2.26192 -7.61535 -9.28311
H 2.33171 -9.22749 -8.54475
H -2.77929 -7.57273 -5.78914
H -3.42587 -9.07606 -5.13776
H -2.28605 -8.62939 -7.92640
H -3.89527 -9.18601 -7.48873
H -2.48341 -10.24243 -7.25761
```

Here are the Mulliken charges for atoms 1 to 8, given in e: number 1, C, carries -0.072; number 2, C, carries -0.871; number 3, C, carries -0.502; number 4, C, carries -1.082; number 5, N, carries 0.865; number 6, C, carries -1.384; number 7, C, carries -0.217; number 8, C, carries 1.238



Record 3
Molecular formula: C33H75F36N9O3P6
Method: DFT, ωB97M-V with the def2-TZVPD basis set

Gap between HOMO and LUMO in eV: 6.5

Geometry as XYZ:
```
162
C33H75F36N9O3P6 (ωB97M-V with the def2-TZVPD basis set)
C -19.96651 -25.67336 21.99182
N -20.69939 -26.96376 22.22100
C -19.82566 -28.07457 21.68344
C -21.07741 -27.39945 23.66931
C -22.03970 -26.91120 21.48095
C -21.94285 -26.65801 19.94633
O -22.13155 -25.28110 19.87385
H -19.67627 -25.57301 20.94597
H -19.05283 -25.71716 22.58459
H -20.54881 -24.80154 22.29009
H -19.50032 -27.73872 20.69883
H -20.36461 -29.02087 21.72972
H -18.90976 -28.21092 22.25845
H -21.54988 -28.38138 23.64305
H -21.89131 -26.72994 23.94756
H -20.09474 -27.46072 24.13695
H -22.67880 -26.23320 22.04661
H -22.59702 -27.80782 21.75214
H -22.84340 -27.00932 19.44265
H -21.02867 -26.95902 19.43470
H -22.38394 -25.03165 18.98184
C -5.12517 -18.88884 36.13062
N -6.21296 -19.32801 37.13953
C -5.72909 -20.61769 37.81263
C -6.27642 -18.20821 38.19736
C -7.55724 -19.45002 36.34485
C -8.79548 -19.91627 37.11532
O -8.65574 -21.29050 37.38847
H -4.10219 -18.96534 36.49908
H -5.29629 -17.83897 35.89278
H -5.11656 -19.54144 35.25761
H -4.77633 -20.34461 38.26627
H -5.51313 -21.32940 37.01580
H -6.46856 -20.86020 38.57582
H -6.50615 -17.32065 37.60782
H -5.32961 -18.27303 38.73351
H -7.12164 -18.39946 38.85852
H -7.26145 -20.19173 35.60292
H -7.70756 -18.53899 35.76559
H -9.67531 -19.70760 36.50667
H -8.93346 -19.27518 37.98598
H -9.38723 -21.61295 37.92003
C -16.14663 -20.04997 31.48644
N -17.54995 -20.35129 30.99538
C -17.85470 -21.85922 30.81400
C -18.56702 -19.92308 32.11123
C -17.77599 -19.67454 29.61840
C -16.67384 -19.64143 28.70799
O -16.05662 -20.85486 28.26169
H -15.99604 -18.98162 31.64154
H -15.41221 -20.40749 30.76471
H -15.94232 -20.57026 32.42221
H -18.86060 -22.14907 30.51025
H -17.68134 -22.23808 31.82123
H -17.09985 -22.33791 30.19018
H -18.65654 -18.83832 32.16937
H -18.34849 -20.29033 33.11396
H -19.53776 -20.19223 31.69491
H -17.96768 -18.62422 29.83791
H -18.79564 -19.94836 29.34739
H -15.87908 -18.96933 29.03163
H -17.16394 -19.33339 27.78440
H -15.12682 -20.67816 28.10091
C -8.42114 -27.51473 33.19944
C -8.78002 -28.87967 32.58155
N -9.92253 -28.93927 31.66291
C -10.95260 -29.86599 31.60976
C -11.91913 -29.56254 30.69372
N -11.41056 -28.43305 30.01784
C -10.29605 -28.02224 30.69070
C -11.87292 -27.86505 28.72583
H -9.23644 -26.79954 33.30846
H -7.58034 -27.02907 32.70416
H -8.17731 -27.66994 34.25042
H -9.11402 -29.48436 33.42470
H -7.89951 -29.37322 32.17018
H -10.90475 -30.71191 32.27947
H -12.84047 -30.03280 30.38324
H -9.88118 -27.08111 30.36120
H -11.04425 -27.87081 28.01776
H -12.21967 -26.86019 28.96688
H -12.64737 -28.48545 28.27479
C -1.52861 -23.50600 27.39172
C -1.15742 -23.14871 28.80066
N -0.81714 -24.31108 29.61888
C -1.54920 -25.47896 29.87614
C -0.73498 -26.44204 30.41935
N 0.56511 -25.93101 30.58950
C 0.47707 -24.63316 30.02316
C 1.76892 -26.50057 31.03046
H -0.64627 -23.78261 26.81461
H -1.92181 -22.59352 26.94351
H -2.19590 -24.36575 27.45219
H -2.03593 -22.76522 29.31956
H -0.31202 -22.46085 28.78439
H -2.59182 -25.46594 29.59476
H -0.95096 -27.41898 30.82596
H 1.38319 -24.05986 29.89401
H 2.60382 -26.21199 30.39189
H 1.58477 -27.56827 31.14964
H 1.97670 -26.01123 31.98202
C -7.96867 -32.64002 41.93313
C -8.15324 -31.45275 41.07788
N -9.17331 -30.61209 41.70893
C -8.90344 -29.38573 42.34021
C -10.16733 -28.84426 42.78473
N -11.15110 -29.76638 42.54930
C -10.53076 -30.81926 41.84061
C -12.56518 -29.76089 42.69036
H -6.97302 -33.08288 41.90764
H -8.56762 -33.52603 41.72254
H -7.93915 -32.43895 43.00402
H -8.14390 -31.52557 39.99035
H -7.18848 -30.96074 41.20142
H -7.93139 -28.91843 42.28393
H -10.41518 -27.99521 43.40448
H -10.92785 -31.79745 41.61289
H -13.06329 -28.91617 42.21451
H -12.77836 -29.74471 43.75919
H -13.05938 -30.64466 42.28684
P -4.71494 -32.48984 26.29762
F -4.12186 -33.99890 26.45089
F -4.81512 -32.40042 27.89084
F -3.23740 -31.80978 26.52304
F -5.47758 -31.04697 26.18106
F -4.39888 -32.42463 24.68169
F -6.15604 -33.10812 26.10769
P -8.53898 -19.36907 29.03027
F -8.67484 -17.87524 28.33995
F -7.67353 -19.93611 27.88283
F -7.31112 -18.91699 30.07015
F -8.46620 -20.84504 29.79690
F -9.52276 -18.76727 30.20559
F -9.90065 -19.75996 28.22139
P -12.62518 -24.17817 19.95542
F -13.87173 -24.19281 18.92312
F -11.93614 -22.89210 19.23075
F -13.47082 -23.19552 20.93647
F -11.35116 -24.23591 21.00882
F -13.35324 -25.41822 20.75922
F -11.72103 -25.14966 18.99015
P -0.82924 -29.10558 38.29596
F -0.98553 -30.55330 38.95755
F -0.12775 -29.71434 36.96465
F -2.24571 -29.49478 37.46112
F -0.79015 -27.64155 37.59034
F -1.70354 -28.51332 39.50008
F 0.59536 -28.97792 39.02991
P -19.51534 -34.53277 27.50487
F -20.96085 -33.82288 27.12399
F -19.34654 -34.67909 25.88958
F -18.74601 -33.18379 27.31449
F -18.06276 -35.14828 27.85541
F -19.78401 -34.17296 29.06603
F -20.21700 -36.01983 27.66165
P -9.58443 -37.73362 35.67738
F -8.67647 -38.22580 34.45385
F -8.57544 -38.26741 36.73196
F -8.88294 -36.24934 35.40714
F -10.28345 -37.00172 36.96777
F -10.65523 -37.12701 34.53785
F -10.40033 -39.10345 35.63246
```

Here are the Mulliken charges for atoms 1 to 8, given in e: number 1, C, carries -0.771; number 2, N, carries -0.251; number 3, C, carries -0.869; number 4, C, carries -0.823; number 5, C, carries -0.711; number 6, C, carries -0.455; number 7, O, carries -0.505; number 8, H, carries 0.378